Molecular formula: C4H14NO2
Method: DFT, the ωB97M-V functional and the def2-TZVPD basis

Geometry (Å):
C (-0.321, -0.440, 1.436)
C (-0.923, 0.916, 1.077)
C (-1.089, 1.194, -0.436)
C (-0.916, 0.055, -1.445)
O (-1.551, -1.179, -1.071)
N (1.236, -0.193, 1.367)
H (-0.553, -1.235, 0.751)
H (-0.473, -0.775, 2.441)
H (-1.808, 1.135, 1.642)
H (-0.303, 1.738, 1.498)
H (-0.304, 1.938, -0.757)
H (-2.087, 1.702, -0.519)
H (-1.385, 0.372, -2.406)
H (0.088, -0.401, -1.533)
H (-2.418, -0.926, -0.742)
H (1.496, 0.728, 1.743)
H (1.405, -0.337, 0.355)
H (1.794, -0.834, 1.978)
H (3.496, -0.899, -1.023)
H (2.345, -0.036, -1.730)
O (2.760, -0.224, -0.846)

- DFT total energy: -9952.9138 eV
- Charge: +1